[1]
30
Properties=species:S:1:pos:R:3:forces:R:3 method="wB97M-V/def2-TZVPD" multiplicity=1 e_homo_ev=-9.7 orbital_gap_ev=10.02 smiles="CC(=O)OCCCCCC[Si@H](S)I"
C 0.737 -1.141 3.369 0.1 0.3 0.0
C -0.766 -1.136 3.224 -0.3 0.0 0.6
O -1.506 -0.760 4.100 0.4 -0.3 -0.6
O -1.289 -1.683 2.103 -0.1 0.3 -0.2
C -0.557 -1.605 0.865 0.0 -0.2 0.1
C -1.566 -1.693 -0.274 0.0 -0.1 -0.2
C -1.154 -0.997 -1.596 -0.1 -0.1 0.0
C 0.354 -0.831 -1.860 0.1 0.0 -0.1
C 1.002 0.559 -1.595 0.1 0.0 0.1
C 0.308 1.526 -0.620 0.3 0.2 -0.1
Si 0.910 3.297 -0.780 0.0 -0.2 -0.1
S 0.073 4.259 -2.494 0.0 0.3 -0.2
I 3.351 3.403 -1.062 -0.1 0.0 0.1
H 1.260 -0.825 2.464 0.0 0.0 0.1
H 0.998 -0.478 4.194 0.0 -0.2 -0.1
H 1.063 -2.158 3.599 0.0 0.0 0.0
H 0.161 -2.433 0.820 0.0 0.1 0.0
H 0.005 -0.674 0.833 -0.1 0.1 -0.1
H -2.521 -1.289 0.075 0.2 0.0 0.0
H -1.748 -2.754 -0.481 0.0 0.1 0.1
H -1.658 -0.028 -1.679 0.1 -0.1 0.0
H -1.573 -1.600 -2.409 0.0 0.1 0.1
H 0.919 -1.603 -1.324 -0.1 0.1 0.0
H 0.525 -1.048 -2.920 0.0 0.0 0.2
H 1.135 1.073 -2.555 -0.1 -0.1 0.1
H 2.020 0.400 -1.218 -0.1 0.0 -0.2
H 0.476 1.260 0.429 -0.1 -0.1 -0.1
H -0.772 1.581 -0.790 0.0 -0.1 0.1
H 0.615 4.068 0.439 0.0 0.0 0.0
H -0.800 3.312 -2.857 0.0 -0.2 0.2

---

[2]
16
Properties=species:S:1:pos:R:3:forces:R:3 method="wB97M-V/def2-TZVPD" multiplicity=1 e_homo_ev=-8.9 orbital_gap_ev=9.27
C 0.966 1.872 -0.306 0.0 -0.7 -0.2
C -0.155 1.316 0.170 1.3 2.0 1.5
C -0.473 -0.070 0.084 -0.5 -2.7 -1.7
C 0.284 -1.192 -0.121 -0.6 0.3 1.1
C 1.746 -1.327 0.171 0.1 -0.3 0.6
C -1.941 -0.321 -0.059 0.5 -0.5 0.6
O -2.439 -1.409 -0.197 -0.5 0.3 -0.3
O -2.644 0.816 0.115 0.1 0.0 -0.2
H 1.227 2.936 -0.236 -0.2 -0.6 0.0
H 1.647 1.167 -0.812 -0.1 0.9 0.0
H -0.876 1.892 0.772 0.5 0.0 -0.6
H -0.247 -2.160 -0.384 0.5 1.5 0.5
H 1.944 -2.073 0.984 -0.3 0.2 -1.0
H 2.278 -0.452 0.503 -0.4 0.7 0.2
H 2.250 -1.583 -0.741 0.4 -0.7 -0.4
H -3.567 0.588 0.055 -0.8 -0.2 0.0

---

[3]
28
Properties=species:S:1:pos:R:3:forces:R:3 method="wB97M-V/def2-TZVPD" multiplicity=1 total_charge=-1 e_homo_ev=-5.6 orbital_gap_ev=9.00
N -0.438 0.281 1.314 -2.0 -0.1 -1.3
C -1.191 1.296 2.190 2.4 0.0 -1.4
C -2.277 1.914 1.328 1.0 0.4 -1.5
C -1.516 1.969 -0.041 -0.6 -0.4 -1.1
C -0.907 0.494 -0.125 -1.0 2.2 1.2
C 0.149 0.334 -1.214 3.1 0.4 -0.2
O 1.383 0.619 -0.944 -2.8 1.2 1.8
O -0.137 -0.045 -2.361 -1.4 -0.3 -0.1
H 0.478 0.619 1.149 1.3 0.2 0.7
H -1.552 0.826 3.067 -0.3 -0.5 0.9
H -0.368 2.041 2.459 -1.5 -0.5 0.0
H -2.596 2.880 1.743 0.0 -0.2 -0.3
H -3.139 1.275 1.108 0.0 -0.1 0.7
H -0.786 2.774 -0.080 0.5 -0.1 0.3
H -2.132 2.127 -0.967 0.1 -0.1 1.0
H -1.793 -0.041 -0.431 0.0 -1.0 0.3
H 3.551 -0.153 0.518 -0.7 0.3 -0.1
H 2.244 0.835 0.692 2.2 -1.2 -0.4
O 3.152 0.541 1.054 -0.9 0.9 0.6
H -1.680 -1.960 -2.552 0.3 -0.6 0.6
H -0.476 -2.499 -1.855 -0.3 0.0 -0.1
O -1.406 -2.736 -2.012 0.1 0.7 -0.5
H 1.850 -0.710 -2.638 0.9 0.1 1.3
H 2.745 -0.463 -1.299 -1.1 -1.0 -2.5
O 2.631 -1.046 -2.123 0.8 -0.1 0.2
H 0.937 -3.568 -0.032 2.5 -1.5 2.5
H 1.639 -3.546 1.448 -0.2 -0.4 -1.3
O 1.635 -4.059 0.603 -2.3 1.9 -1.2

---

[4]
31
Properties=species:S:1:pos:R:3:forces:R:3 method="wB97M-V/def2-TZVPD" multiplicity=1 total_charge=-1 e_homo_ev=-4.7 orbital_gap_ev=7.07
Cu -11.973 1.182 6.627 0.2 -0.6 -0.8
Br -12.201 0.006 4.153 0.1 0.6 1.0
Cl -13.083 1.067 9.450 -0.7 -6.3 2.2
O -12.011 1.930 9.094 0.6 1.8 -0.9
O -12.507 -0.221 9.889 0.4 1.2 0.0
O -13.884 1.513 10.563 0.0 1.4 -0.8
O -13.898 0.669 8.309 0.1 1.9 -0.6
C -6.775 0.729 8.262 0.1 1.2 -0.2
C -7.851 0.887 9.393 1.2 0.3 -0.4
C -8.613 -0.398 9.547 0.2 -1.4 -1.3
C -9.549 -0.572 8.427 -1.2 -0.2 -0.2
N -10.339 -0.760 7.605 0.7 0.4 0.4
H -7.065 0.441 7.252 -0.8 -0.2 0.2
H -5.905 0.107 8.472 -0.3 -0.4 0.7
H -6.322 1.708 8.105 0.0 0.3 0.0
H -8.519 1.730 9.214 0.1 0.0 -0.1
H -7.246 1.104 10.273 -0.3 0.0 0.3
H -9.101 -0.749 10.457 0.0 0.7 0.2
H -7.836 -1.120 9.295 0.0 -0.7 0.5
C -6.803 3.118 4.887 1.8 0.4 1.8
C -7.624 4.336 4.688 -3.2 -0.1 -1.7
C -8.573 4.753 5.883 2.8 -0.9 -0.7
C -9.477 3.665 6.204 0.4 1.7 -0.5
N -10.202 2.818 6.407 -1.3 -1.6 0.5
H -6.326 2.815 3.955 -0.2 -0.3 0.2
H -7.269 2.315 5.458 -0.6 -0.2 -0.7
H -6.034 3.407 5.604 0.8 -0.1 -0.1
H -8.265 3.983 3.880 -0.6 0.6 -0.3
H -7.139 5.220 4.273 0.5 -0.1 0.4
H -8.975 5.758 5.754 -0.3 -0.4 0.2
H -7.763 4.716 6.611 -0.6 0.7 1.1